[1]
The following is a quantum chemistry calculation of 7 unconnected molecules or ions with the total composition C36H82FN7O25P7S, from the Open Molecules 2025 dataset.

```
159
Properties=species:S:1:pos:R:3:mulliken_charge:R:1
C -3.24058 2.94753 3.63682 -0.039
C -3.77181 1.87012 3.86849 -0.663
C -4.18585 0.40834 4.19062 -0.401
N -3.69606 -0.61328 3.23415 1.121
C -3.77724 -2.01644 3.71991 -0.097
C -4.88788 -2.84138 2.93641 -0.627
C -4.79998 -4.41115 3.13334 -1.028
C -3.43023 -5.06889 2.66477 -0.056
N -3.51909 -5.79417 1.34605 -0.469
C -2.22663 -5.59260 0.64207 0.335
N -1.08935 -6.02951 1.10379 -0.627
N -2.15691 -4.89143 -0.65505 -0.507
C -2.48275 -0.27925 2.54386 -2.499
N -2.54911 -0.02622 1.10022 1.035
P -3.99445 0.86006 0.61362 0.292
S -3.44242 2.68317 0.18576 -0.283
C -2.30572 -1.27123 0.30967 0.339
C -0.91993 -1.32486 -0.46537 -1.217
F -2.42697 -2.47822 1.05544 -0.118
N -1.28480 -0.16600 3.07363 1.375
C -0.07828 0.23723 2.27443 0.111
C 1.05440 0.87841 3.22788 -0.444
O 2.00193 0.24998 3.64928 -0.473
C -1.06056 -0.43365 4.49952 0.144
C -0.60736 -1.82894 4.93982 -0.184
C -0.38523 -1.89152 6.42159 -0.751
C -0.61253 -0.74409 7.40988 -0.494
N -1.02353 0.48935 6.94436 -0.608
C -1.20069 0.58765 5.57912 -0.331
H -2.66748 3.91344 3.57787 0.355
H -3.82797 0.17303 5.23784 0.519
H -5.32600 0.33610 4.20724 0.378
H -2.77041 -2.50387 3.57127 -0.464
H -3.98231 -2.01875 4.84210 0.583
H -5.89455 -2.51952 3.37693 0.438
H -4.92654 -2.51196 1.84945 0.206
H -5.62365 -4.86618 2.48670 0.414
H -5.03737 -4.74042 4.19322 0.349
H -2.55502 -4.36041 2.60649 0.055
H -3.14678 -5.85866 3.44019 0.359
H -3.51548 -6.80608 1.55410 0.323
H -1.25277 -6.52313 1.99320 0.285
H -1.15744 -4.67720 -0.78940 0.206
H -2.34467 -5.63464 -1.35309 0.323
H -4.58481 0.33337 -0.59096 0.073
H -5.01962 0.93176 1.59901 0.049
H -3.11727 -1.30931 -0.49207 0.374
H -1.03418 -1.85608 -1.46523 0.392
H -0.38452 -0.33711 -0.54453 0.082
H -0.23797 -2.00993 0.14786 0.213
H 0.42429 -0.67689 1.81444 0.208
H -0.31903 1.03532 1.51157 0.386
H 0.89751 1.97037 3.52345 0.394
H -0.43066 -2.68151 4.23196 0.510
H -0.01446 -2.87618 6.84460 0.473
H -0.40326 -0.93192 8.50903 0.438
H -1.50532 1.62127 5.21096 0.282
C 2.63818 3.45301 0.36538 -0.537
O 1.83380 3.38186 -0.80572 0.137
P 1.53458 4.72001 -1.62495 0.406
O 1.93762 5.97938 -0.97691 -0.778
O -0.02732 4.60533 -1.93868 0.001
C -0.90354 4.55000 -0.81708 -0.631
O 2.20056 4.43009 -3.03835 -0.128
C 2.54702 5.55450 -3.84697 -0.776
H 2.01190 3.23336 1.23396 0.118
H 3.42596 2.69999 0.29712 0.086
H 3.10123 4.43096 0.49857 0.422
H -0.55479 5.19842 -0.00935 0.364
H -0.96623 3.52189 -0.45947 0.014
H -1.89517 4.87760 -1.12843 0.333
H 3.54116 5.90496 -3.56628 0.281
H 1.82541 6.36567 -3.73317 0.320
H 2.56421 5.24239 -4.89125 0.264
C 7.07789 -1.53513 -1.15774 -0.488
O 7.15511 -1.12743 0.20492 -0.352
P 6.26208 0.09400 0.70110 0.978
O 5.56841 0.86536 -0.34869 -0.468
O 7.28232 0.94679 1.58099 -0.326
C 8.42895 1.45975 0.90658 -0.691
O 5.31357 -0.57466 1.78740 -0.379
C 4.09058 0.09186 2.07123 -0.689
H 8.02817 -1.31004 -1.64414 0.266
H 6.90959 -2.61242 -1.19268 0.227
H 6.27295 -1.03861 -1.70065 0.196
H 8.18038 1.77611 -0.10881 0.324
H 9.20343 0.69155 0.87098 0.271
H 8.80689 2.31838 1.46039 0.264
H 3.33402 -0.23244 1.35211 0.181
H 4.20825 1.17700 2.01881 0.327
H 3.76717 -0.17715 3.06784 0.465
C -0.10770 -6.73491 10.99361 -0.623
O -1.44615 -6.24663 11.01174 -0.337
P -1.80987 -4.94665 10.17028 1.042
O -0.67821 -4.18548 9.59231 -0.641
O -2.70215 -4.11211 11.19446 -0.300
C -2.07210 -3.71580 12.41100 -0.665
O -2.87743 -5.48751 9.11892 -0.374
C -3.06444 -4.72606 7.93463 -0.603
H 0.32736 -6.59803 11.98458 0.261
H -0.12590 -7.80002 10.75983 0.238
H 0.51527 -6.22675 10.25727 0.308
H -1.02746 -3.44437 12.24378 0.327
H -2.12649 -4.53367 13.13141 0.264
H -2.60007 -2.85261 12.81459 0.259
H -2.32458 -5.03249 7.19203 0.263
H -2.96811 -3.65581 8.13071 0.306
H -4.06180 -4.92439 7.54146 0.281
C -0.98977 3.69954 -4.75604 -0.602
O -2.32230 3.72356 -5.26143 -0.271
P -3.18196 2.38437 -5.24423 0.984
O -2.45421 1.14824 -4.89979 -0.543
O -3.85722 2.37395 -6.68911 -0.383
C -2.97033 2.33536 -7.80424 -0.581
O -4.39810 2.75325 -4.28435 -0.375
C -5.09316 1.67975 -3.66429 -0.712
H -0.29798 3.85464 -5.58671 0.241
H -0.87050 4.51243 -4.04218 0.209
H -0.74355 2.76156 -4.25819 0.424
H -2.10358 1.70393 -7.59695 0.303
H -2.63713 3.34807 -8.03882 0.181
H -3.50403 1.93016 -8.66325 0.294
H -4.57959 1.40824 -2.73877 0.187
H -5.15310 0.80962 -4.32108 0.348
H -6.10390 2.00974 -3.42377 0.298
C 3.54125 -4.63780 -3.42840 -0.628
O 3.42211 -3.45584 -4.21243 -0.357
P 2.47740 -2.27814 -3.70400 0.872
O 1.61170 -2.59240 -2.54783 -0.419
O 1.68845 -1.85722 -5.02439 -0.194
C 0.88258 -2.86275 -5.63227 -0.734
O 3.48950 -1.07113 -3.49325 -0.365
C 3.08512 -0.03123 -2.60686 -0.715
H 3.08125 -5.46509 -3.97120 0.266
H 4.59983 -4.85673 -3.28195 0.241
H 3.06610 -4.54402 -2.45154 0.279
H 0.39904 -3.48922 -4.87925 0.302
H 1.50367 -3.48375 -6.28040 0.268
H 0.11407 -2.37972 -6.23479 0.256
H 3.35753 -0.30559 -1.58643 0.156
H 2.00882 0.14550 -2.66678 0.369
H 3.60757 0.88607 -2.87559 0.347
C 2.75982 4.05701 -11.01979 -0.700
O 2.75590 4.53895 -9.68022 -0.308
P 1.88759 5.82605 -9.32198 0.877
O 1.31637 6.56130 -10.46313 -0.714
O 2.87936 6.68314 -8.41074 -0.276
C 4.09678 7.10473 -9.02006 -0.714
O 0.83278 5.26576 -8.26995 -0.011
C -0.37751 5.99900 -8.09915 -0.600
H 3.75318 4.21167 -11.44384 0.260
H 2.54280 2.98798 -11.00890 0.234
H 2.02206 4.55643 -11.64815 0.359
H 3.94113 7.37259 -10.06728 0.336
H 4.83364 6.30207 -8.95348 0.269
H 4.47320 7.97646 -8.48582 0.252
H -1.10303 5.67119 -8.84549 0.253
H -0.21130 7.07346 -8.19508 0.330
H -0.77550 5.79190 -7.10532 0.161
```

Values from the calculation:
Net charge: +1
Lowest unoccupied orbital energy, eV: -4.1
Energy relative to the best compared isomer or geometry (same formula, charge and spin), kJ/mol: 0.0
Max |F|, eV/Å: 4.840

=====

[2]
The following is a quantum chemistry calculation of a molecular structure, C3H3BiO4, from the Open Molecules 2025 dataset.

```
11
Properties=species:S:1:pos:R:3:mulliken_charge:R:1
C 1.63567 -0.82462 0.00179 0.320
C 0.71788 -1.96751 0.36379 -0.151
O -0.54805 -1.55685 0.58144 -0.380
O 1.16697 0.29694 -0.10465 -0.420
H 2.70677 -1.01679 -0.16101 0.485
H 0.71593 -2.76573 -0.41845 0.434
Bi -0.83052 0.56517 0.32046 2.020
O -2.91493 4.13539 -0.91417 -0.014
O -1.51022 2.40786 -0.28801 -0.469
C -2.22051 3.27439 -0.62599 0.749
H 1.08102 -2.54824 1.24479 0.425
```

Values from the calculation:
Spin multiplicity: 2
Net charge: +3
Lowest unoccupied orbital energy (spin up / spin down), eV: -17.4 / -19.0
⟨S²⟩: 0.7564
Energy relative to the best compared isomer or geometry (same formula, charge and spin), kJ/mol: 53.7
Max |F|, eV/Å: 7.147